Computed, not measured: 3 unconnected molecules or ions with the total composition C7H16N4O, with the ωB97M-V functional and the def2-TZVPD basis.

The largest force on an atom comes out at 7.989 eV/A. Its HOMO energy (spin up / spin down) is -16.06 / -17.08 eV. The LUMO energy (spin up / spin down) is -8.3 / -7.3 eV. The calculation puts the energy at -15503.7553 eV. The relative energy (zero: lowest compared OMol25 entry of this formula, charge and spin) comes out at 4.427 eV. The orbital gap (spin up / spin down) comes out at 7.731 / 9.802 eV.

```
! wB97M-V def2-TZVPD RIJCOSX def2/J DEFGRID3
* xyz 2 1
C -2.54 -2.51 -1.31
C -1.25 2.43 2.83
C 2.07 0.09 1.27
C 1.08 1.74 -0.26
C 1.90 -0.72 -2.23
C -1.59 -1.92 -0.54
C -0.95 -0.58 -0.75
N -3.29 -3.16 -1.95
N -1.37 3.23 3.69
N 0.83 0.46 0.50
N 0.40 -0.72 -0.18
O -1.19 1.62 1.97
H 1.75 -0.37 2.18
H 2.69 -0.65 0.82
H 2.63 0.97 1.42
H 0.93 2.56 0.39
H 2.10 1.60 -0.59
H 0.31 1.63 -1.07
H 2.71 -1.26 -1.85
H 1.15 -1.18 -2.91
H 1.89 0.33 -2.25
H -0.73 -2.63 -0.57
H -1.86 -2.05 0.53
H -0.99 -0.39 -1.77
H -1.47 0.18 -0.23
H -4.10 -3.71 -2.29
H -1.10 4.21 4.00
H 0.00 0.79 1.15
*
```

Computed, not measured: a molecular structure, C2H5N3O3, with the ωB97M-V functional and the def2-TZVPD basis.

The largest force on an atom comes out at 5.820 eV/A. Its HOMO energy is -9.70 eV. The LUMO energy is 0.4 eV. The calculation puts the energy at -12762.4962 eV. The relative energy (zero: lowest compared OMol25 entry of this formula, charge and spin) comes out at 5.105 eV. The orbital gap comes out at 10.088 eV.

```
! wB97M-V def2-TZVPD RIJCOSX def2/J DEFGRID3
* xyz 0 1
C -0.91 -0.48 -1.17
C 1.34 1.10 0.90
H -1.67 -0.18 1.48
H -1.29 -2.22 0.21
H 0.30 0.93 -1.96
H 1.22 -0.74 -0.22
H 1.09 2.52 0.88
N -0.95 -1.07 0.08
N -0.08 0.79 -0.99
N 1.03 0.29 -0.19
O -0.68 -0.43 1.27
O -1.43 -1.06 -2.08
O 2.02 0.55 1.79
*
```

Computed, not measured: 2 unconnected molecules or ions with the total composition C11H19OS, with the ωB97M-V functional and the def2-TZVPD basis.

The largest force on an atom comes out at 5.489 eV/A. Its HOMO energy is -12.17 eV. The LUMO energy is -4.8 eV. The calculation puts the energy at -24588.3414 eV. The orbital gap comes out at 7.377 eV.

```
! wB97M-V def2-TZVPD RIJCOSX def2/J DEFGRID3
* xyz 1 1
C -1.71 -1.79 -0.24
C -1.56 -0.41 -0.27
C 0.19 -1.14 -1.44
C -3.13 0.13 1.51
C -3.52 0.90 -0.83
C -1.61 1.99 0.48
C 4.43 -1.14 0.67
C 2.13 -0.29 0.85
C 3.55 0.40 -1.12
C -2.45 0.63 0.27
C 3.30 -0.33 0.14
O -0.52 -0.11 -1.05
S -0.41 -2.64 -1.07
H -2.54 -2.29 0.41
H -2.36 -0.42 2.04
H -3.54 1.06 2.03
H -3.97 -0.52 1.27
H -3.07 1.30 -1.75
H -4.08 1.74 -0.34
H -4.13 0.09 -0.99
H -2.31 2.78 0.37
H -0.91 2.07 -0.29
H -1.35 2.14 1.51
H 5.32 -0.45 0.49
H 4.27 -1.67 1.60
H 4.65 -1.97 -0.10
H 1.27 0.25 0.72
H 2.20 -1.06 1.71
H 1.11 -0.94 -2.00
H 3.70 -0.32 -2.02
H 4.43 1.07 -1.07
H 2.65 0.92 -1.49
*
```

Computed, not measured: a molecular structure, C3H7O3PS, with the ωB97M-V functional and the def2-TZVPD basis.

The largest force on an atom comes out at 2.859 eV/A. Its HOMO energy is -9.16 eV. The LUMO energy is 0.6 eV. The calculation puts the energy at -29492.7230 eV. The relative energy (zero: lowest compared OMol25 entry of this formula, charge and spin) comes out at 0.203 eV. The orbital gap comes out at 9.805 eV.

```
! wB97M-V def2-TZVPD RIJCOSX def2/J DEFGRID3
* xyz 0 1
C 0.78 1.10 0.51
C 0.34 -0.33 0.85
C 1.26 -1.48 0.29
O -0.23 1.72 -0.19
O -1.03 -0.44 0.37
O -2.67 1.17 -0.45
P -1.23 0.56 -0.83
S -0.97 -0.11 -2.72
H 0.98 1.74 1.33
H 1.75 0.92 -0.02
H 0.04 -0.52 1.86
H 0.53 -2.32 0.07
H 2.11 -1.88 0.84
H 1.62 -1.17 -0.71
H -3.29 1.03 -1.22
*
```

Computed, not measured: C4H11NS2 in the gas phase, with the ωB97M-V functional and the def2-TZVPD basis.

The largest force on an atom comes out at 2.407 eV/A. Its HOMO energy is -8.05 eV. The LUMO energy is 0.8 eV. The calculation puts the energy at -27486.4189 eV. The relative energy (zero: lowest compared OMol25 entry of this formula, charge and spin) comes out at 0.847 eV. The orbital gap comes out at 8.807 eV. Its structure (SMILES) is CCSSCCN.

```
! wB97M-V def2-TZVPD RIJCOSX def2/J DEFGRID3
* xyz 0 1
N 3.12 1.11 0.17
C 2.37 0.54 -0.95
C 1.61 -0.73 -0.51
S 0.28 -0.43 0.61
S -1.13 0.40 -0.69
C -2.66 -0.35 -0.04
C -2.75 -0.55 1.46
H 3.88 1.60 -0.29
H 2.58 1.80 0.67
H 3.14 0.21 -1.67
H 1.65 1.22 -1.43
H 2.44 -1.21 0.02
H 1.44 -1.46 -1.30
H -2.76 -1.39 -0.50
H -3.55 0.27 -0.21
H -2.54 0.31 2.18
H -3.75 -0.84 1.80
H -2.02 -1.31 1.78
*
```

Computed, not measured: 2 unconnected molecules or ions with the total composition C3H8O2, with the ωB97M-V functional and the def2-TZVPD basis.

The largest force on an atom comes out at 2.630 eV/A. Its HOMO energy is -10.31 eV. The LUMO energy is 0.7 eV. The calculation puts the energy at -7333.7847 eV. The relative energy (zero: lowest compared OMol25 entry of this formula, charge and spin) comes out at 2.266 eV. The orbital gap comes out at 10.995 eV. Its structure (SMILES) is C=O.CCO.

```
! wB97M-V def2-TZVPD RIJCOSX def2/J DEFGRID3
* xyz 0 1
O -2.37 2.29 -4.16
C -1.40 1.95 -4.77
H -1.23 1.09 -5.44
H -0.46 2.53 -4.56
C 0.51 -0.99 1.58
O 1.59 -1.94 1.45
C 0.43 -0.48 3.05
H -0.54 -1.17 1.26
H 0.78 -0.15 0.89
H 1.33 -2.21 0.56
H 1.47 -0.33 3.34
H -0.14 -1.12 3.73
H 0.02 0.53 3.06
*
```

Computed, not measured: a molecular structure, C4H4N2O, with the ωB97M-V functional and the def2-TZVPD basis.

The largest force on an atom comes out at 3.120 eV/A. Its HOMO energy is -8.10 eV. The LUMO energy is -0.1 eV. The calculation puts the energy at -9234.8686 eV. The relative energy (zero: lowest compared OMol25 entry of this formula, charge and spin) comes out at 5.619 eV. The orbital gap comes out at 7.996 eV.

```
! wB97M-V def2-TZVPD RIJCOSX def2/J DEFGRID3
* xyz 0 1
C -1.21 0.64 0.21
C -0.78 -0.48 0.85
C 0.63 -0.76 0.60
C 0.91 0.18 -0.36
N -0.09 1.11 -0.44
N -0.83 -1.82 1.06
O 2.12 0.51 -0.89
H -2.13 1.18 0.23
H 0.02 2.03 -0.85
H -1.34 -2.34 0.34
H 2.71 -0.24 -0.77
*
```

Computed, not measured: CH2Br3PS in the gas phase, with the ωB97M-V functional and the def2-TZVPD basis.

The largest force on an atom comes out at 4.725 eV/A. Its HOMO energy (spin up / spin down) is -8.62 / -8.86 eV. The LUMO energy (spin up / spin down) is -1.1 / -2.3 eV. The calculation puts the energy at -231319.2422 eV. The relative energy (zero: lowest compared OMol25 entry of this formula, charge and spin) comes out at 3.098 eV. The orbital gap (spin up / spin down) comes out at 7.561 / 6.559 eV.

```
! wB97M-V def2-TZVPD RIJCOSX def2/J DEFGRID3
* xyz 0 1
C 0.96 1.42 -1.38
P -1.12 -2.15 1.07
S -1.60 -0.97 -0.44
Br -0.15 1.25 0.02
Br -1.73 -0.95 2.82
Br 1.10 -1.96 1.25
H 1.92 1.14 -1.22
H 0.61 2.23 -2.13
*
```